The following is a DFT calculation (ωB97M-V/def2-TZVPD) of an isolated ion of composition C2H2N3S3 and charge -1 at a distorted geometry.

Structure (XYZ):
```
10
Properties=species:S:1:pos:R:3:forces:R:3
C 0.961546 1.405984 -0.303952 -1.271 -1.355 -0.213
C -1.580447 0.207142 -0.121059 1.767 -0.607 0.996
N 1.187261 0.298240 0.334511 -2.978 -1.281 -3.400
N 0.575371 -0.914178 0.051848 -1.336 -1.228 -0.355
N -0.913696 -0.908221 0.078321 1.104 3.581 -0.291
S -1.490796 -2.399000 -0.200916 -1.222 -3.065 -0.324
S 1.712147 2.758644 -0.141496 1.000 2.569 0.027
S -3.030062 0.806787 0.154278 -0.246 0.169 -0.314
H 1.828385 0.164342 1.003801 2.911 -0.034 3.075
H 0.750291 -1.419736 -0.855339 0.271 1.252 0.801
```
Positions in Å, forces in eV/Å.

Properties
relative energy (zero: lowest compared OMol25 entry of this formula, charge and spin)	338.0	kJ/mol
E_HOMO (spin up / spin down)	-3.02 / -3.32	eV
total energy	-39078.26661	eV
total charge	-1
orbital gap (spin up / spin down)	5.436 / 6.486	eV
lowest unoccupied orbital energy (spin up / spin down)	2.41 / 3.16	eV

***

The following is a DFT calculation (ωB97M-V/def2-TZVPD) of an isolated molecule of C3H13N5 at a distorted geometry.

Structure (XYZ):
```
21
Properties=species:S:1:pos:R:3:forces:R:3
C -2.529547 0.161516 -0.638447 -0.270 -0.086 0.205
N -1.253524 0.790592 -0.908355 1.168 -0.535 0.391
C -0.001392 -0.063090 -0.704330 -1.563 0.816 -0.317
C -0.215459 -1.579237 -0.615891 -0.117 0.015 0.118
N 0.697978 0.555643 0.433570 1.294 -0.563 0.480
N 0.001366 0.452378 1.658044 -0.426 -0.205 -0.238
N 2.049996 -0.037383 0.509362 -0.489 0.496 -0.581
N 3.003804 0.956064 0.176077 0.177 0.126 0.069
H -2.587668 -0.258807 0.372382 -0.152 -0.165 0.002
H -2.754842 -0.619914 -1.370393 0.087 0.069 0.114
H -3.327134 0.908679 -0.720730 0.199 -0.056 -0.046
H -1.121828 1.544064 -0.228872 -0.174 -0.181 -0.437
H 0.587018 0.139264 -1.606263 0.356 -0.057 0.464
H 0.740318 -2.114435 -0.620962 -0.078 0.335 0.029
H -0.783243 -1.945065 -1.476762 0.010 0.172 0.116
H -0.755168 -1.878693 0.287606 -0.047 0.048 -0.104
H 0.483227 0.962165 2.396461 -0.111 -0.097 -0.444
H -0.166253 -0.510696 1.941379 0.199 -0.032 0.093
H 2.207766 -0.376677 1.461908 -0.040 0.475 -0.364
H 3.054169 1.044502 -0.840576 -0.068 -0.363 0.356
H 2.670418 1.869130 0.494790 0.046 -0.214 0.095
```
Positions in Å, forces in eV/Å.

Properties
relative energy (zero: lowest compared OMol25 entry of this formula, charge and spin)	330.0	kJ/mol
E_HOMO	-8.57	eV
total energy	-10769.34130	eV
orbital gap	9.548	eV
lowest unoccupied orbital energy	0.97	eV
SMILES string	CN[C@H](C)N(N)NN

***

The following is a DFT calculation (ωB97M-V/def2-TZVPD) of a 2-piece molecular cluster, C6H15NO overall at a distorted geometry.

Structure (XYZ):
```
23
Properties=species:S:1:pos:R:3:forces:R:3
C 2.495352 -0.230508 -0.356307 0.330 -0.042 0.372
C 1.394767 0.836552 -0.288776 1.287 0.240 0.857
C 0.104653 0.321562 0.289106 0.136 1.239 -0.655
C -1.029534 0.756374 -0.243086 -1.086 0.318 1.173
N -1.241577 1.690458 -1.249607 0.800 0.084 0.252
C 0.116006 -0.627843 1.455215 0.227 -0.323 0.322
C -1.062589 -0.571534 2.433375 -0.322 0.400 -1.054
H 2.085166 -1.206969 -0.609826 0.109 -0.025 -0.384
H 3.351234 0.030571 -0.982196 -0.319 -0.010 -0.366
H 2.961327 -0.366828 0.620834 -0.220 -0.016 0.190
H 1.778416 1.640014 0.355363 -0.017 -0.134 0.423
H 1.352547 1.433900 -1.200323 -0.550 -0.628 -0.515
H -1.931779 0.510747 0.302138 -0.261 -0.208 -0.417
H -2.091697 1.653289 -1.777393 -0.009 -0.172 -0.098
H -0.403842 1.934016 -1.749312 -0.280 0.140 -0.396
H 0.142674 -1.634893 1.024023 0.076 -0.120 0.196
H 1.024758 -0.536271 2.059169 0.139 0.178 -0.288
H -1.976904 -0.649236 1.842180 -0.171 -0.498 0.304
H -1.179145 0.394312 2.929144 0.425 -0.069 0.208
H -0.987703 -1.391928 3.141259 -0.170 0.063 0.135
O -0.794039 -1.667757 -1.584241 -0.979 -1.176 -0.244
H -1.203771 -2.140676 -2.321252 -0.060 -0.156 0.243
H -0.159589 -1.132921 -2.028483 0.914 0.914 -0.257
```
Positions in Å, forces in eV/Å.

Properties
relative energy (zero: lowest compared OMol25 entry of this formula, charge and spin)	172.1	kJ/mol
E_HOMO	-7.40	eV
total energy	-10001.97347	eV
orbital gap	8.119	eV
lowest unoccupied orbital energy	0.72	eV
SMILES string	CCC(=CN)CC.O

***

The following is a DFT calculation (ωB97M-V/def2-TZVPD) of C32H53IrN3O2Se as an isolated structure.

Structure (XYZ):
```
92
Properties=species:S:1:pos:R:3:forces:R:3
Ir 0.115054 0.262615 0.178589 0.155 0.156 -0.055
N -0.929626 1.976450 0.776118 -0.021 0.355 -0.256
C -1.249191 1.954740 2.217605 -0.024 -0.059 0.039
C -1.626517 0.527123 2.560499 -0.081 0.027 0.160
N -0.607358 -0.427164 2.068673 -0.117 -0.290 -0.359
C 0.549726 -0.689782 2.953585 0.025 -0.022 0.176
C 1.651078 0.328274 2.731913 -0.051 -0.041 0.036
N 1.895427 0.381674 1.276908 0.368 0.139 -0.184
H -0.492108 2.848868 0.497285 -0.078 0.078 0.129
H -1.796803 1.893490 0.238469 0.025 0.024 -0.014
H -2.073474 2.623414 2.469388 -0.025 0.012 -0.085
H -0.378275 2.297630 2.769130 0.035 -0.017 0.034
H -2.553702 0.280758 2.044363 -0.025 -0.020 0.012
H -1.800240 0.413975 3.632758 0.068 -0.032 0.006
H -1.068871 -1.312706 1.880938 -0.020 -0.014 0.070
H 0.929439 -1.673496 2.680720 -0.008 -0.037 0.017
H 0.253459 -0.725283 4.004158 -0.061 0.040 -0.018
H 2.540553 0.034768 3.290972 0.046 -0.030 -0.070
H 1.372959 1.322206 3.070841 -0.042 0.026 0.024
H 2.382126 -0.470655 0.986823 0.015 0.026 -0.024
H 2.491510 1.162493 1.021066 0.066 -0.006 0.152
C -3.952577 2.302506 -6.297925 -0.005 -0.001 -0.028
C -2.481264 2.313638 -5.884315 0.030 0.000 0.023
C -2.017945 3.775344 -5.791624 -0.033 -0.007 -0.004
C -1.665537 1.590651 -6.964715 -0.010 -0.023 0.004
C -2.258525 1.632122 -4.533475 -0.142 -0.019 0.019
C -0.985526 1.527669 -4.007644 0.051 -0.165 0.074
C -0.798602 0.927693 -2.767306 0.034 0.115 -0.182
Se 0.925307 1.020966 -1.959211 0.066 0.264 0.346
C 1.926575 -0.571137 -2.265200 0.135 0.057 -0.147
C 2.871351 -0.576630 -3.284838 -0.174 -0.038 0.026
C 3.729393 -1.651349 -3.417128 0.053 -0.097 0.048
C 3.587139 -2.686283 -2.486431 -0.042 0.030 -0.045
C 2.660996 -2.702642 -1.447647 0.061 -0.093 -0.012
C 1.801397 -1.589446 -1.320806 -0.320 -0.050 0.087
O 0.890348 -1.514714 -0.331944 0.429 -0.277 0.030
C 2.584026 -3.887376 -0.476068 -0.072 0.028 -0.019
C 1.178467 -4.506088 -0.526773 -0.001 -0.016 0.015
C 2.889470 -3.416692 0.954395 0.034 -0.003 -0.025
C 3.592936 -4.985272 -0.818988 0.000 0.000 -0.015
C 4.791435 -1.659396 -4.517772 -0.020 0.021 0.016
C 5.618367 -2.944741 -4.509270 0.008 -0.009 -0.025
C 5.743508 -0.472743 -4.305640 0.015 -0.029 0.002
C 4.111757 -1.525478 -5.887283 -0.016 -0.022 0.005
C -1.841006 0.438675 -1.981256 0.095 -0.258 0.182
O -1.609527 -0.103895 -0.770889 -0.448 0.213 -0.144
C -3.149182 0.529461 -2.505032 -0.113 -0.008 -0.051
C -3.303054 1.119240 -3.755766 0.054 -0.014 -0.028
C -4.359711 0.003230 -1.722840 0.067 -0.043 0.015
C -5.670845 0.185851 -2.490210 0.008 -0.001 -0.014
C -4.498554 0.763149 -0.394091 -0.014 0.016 -0.035
C -4.183299 -1.497420 -1.443571 -0.015 -0.013 0.017
H -4.055254 2.777063 -7.274885 -0.004 0.001 0.009
H -4.575372 2.859667 -5.594777 0.001 -0.018 -0.002
H -4.343816 1.286489 -6.382003 0.006 0.009 -0.002
H -2.151242 4.275025 -6.753430 0.005 -0.007 0.009
H -0.963507 3.847409 -5.519808 -0.003 -0.002 -0.008
H -2.599913 4.317760 -5.043281 0.018 -0.004 -0.004
H -1.835663 2.054845 -7.938140 0.012 0.004 0.012
H -1.954629 0.540208 -7.032081 0.001 0.007 -0.003
H -0.594745 1.633770 -6.757846 -0.010 -0.006 -0.004
H -0.124552 1.900161 -4.550876 -0.008 0.045 0.030
H 2.917613 0.262828 -3.969000 0.032 0.021 0.035
H 4.244300 -3.535664 -2.579964 0.019 0.010 0.013
H 0.411363 -3.771148 -0.288486 0.013 -0.024 -0.020
H 1.108410 -5.329914 0.188019 0.010 0.000 -0.018
H 0.975283 -4.905123 -1.522101 -0.005 -0.001 0.005
H 2.102904 -2.750916 1.305281 0.022 0.040 0.019
H 3.855242 -2.903615 0.996973 -0.038 -0.004 0.010
H 2.936714 -4.273978 1.629296 -0.014 0.010 0.000
H 3.434462 -5.382701 -1.822759 0.003 -0.002 0.006
H 3.468787 -5.810635 -0.116431 0.004 0.005 0.001
H 4.624628 -4.635741 -0.740462 -0.006 -0.004 -0.007
H 6.176091 -3.061311 -3.577569 -0.015 -0.010 -0.005
H 6.343203 -2.911645 -5.323961 0.001 -0.001 0.010
H 4.996113 -3.829790 -4.657095 0.005 0.008 -0.003
H 6.256292 -0.556306 -3.344898 -0.012 0.012 -0.009
H 5.211182 0.479735 -4.325292 0.002 -0.006 -0.006
H 6.499578 -0.450320 -5.093335 -0.012 0.002 0.006
H 3.405503 -2.341369 -6.052014 0.007 0.005 -0.002
H 4.859041 -1.554549 -6.682725 -0.006 0.014 0.009
H 3.567059 -0.583823 -5.976328 0.001 -0.013 -0.004
H -4.302513 1.188728 -4.153639 -0.009 0.021 0.011
H -5.900291 1.238457 -2.669261 0.003 -0.008 -0.007
H -6.486528 -0.234916 -1.900316 0.003 0.007 -0.001
H -5.655963 -0.336237 -3.448276 -0.004 0.005 0.005
H -4.548586 1.842402 -0.567159 0.009 -0.028 0.018
H -3.658135 0.534793 0.259439 0.012 0.042 0.011
H -5.416993 0.463032 0.114961 0.015 -0.004 0.005
H -4.150583 -2.056508 -2.380367 -0.001 -0.003 0.006
H -5.028419 -1.868749 -0.858308 -0.001 0.005 -0.022
H -3.264617 -1.695205 -0.893917 -0.021 -0.004 -0.027
```
Positions in Å, forces in eV/Å.

Properties
E_HOMO	-10.16	eV
total energy	-110792.80805	eV
total charge	+1
orbital gap	7.547	eV
lowest unoccupied orbital energy	-2.61	eV

***

The following is a DFT calculation (ωB97M-V/def2-TZVPD) of an isolated ion of composition C3H11N2S and charge +1 at a distorted geometry.

Structure (XYZ):
```
17
Properties=species:S:1:pos:R:3:forces:R:3
C -0.000764 -0.387196 -1.304349 -2.363 -0.728 -2.767
C -0.294638 -0.188248 0.099947 -0.881 0.895 2.655
N -1.650411 0.478988 0.121061 -3.049 -3.990 -3.452
S -0.548091 -1.645576 1.180560 0.163 1.499 1.760
C 0.706522 0.696567 0.847660 0.905 1.940 -0.796
N 2.067480 0.573106 0.208981 -1.736 -1.181 0.529
H -0.888812 -0.820613 -1.969937 1.626 1.031 1.574
H 0.716618 -1.116334 -1.344001 2.026 -1.814 -0.569
H 0.424995 0.494807 -1.757530 -0.075 0.381 -0.184
H -1.851834 1.111862 0.806255 -0.486 1.984 2.965
H -2.436166 -0.393530 0.158459 2.468 3.000 0.058
H -1.830651 0.971640 -0.773627 0.213 -0.202 0.413
H -0.443969 -2.325799 0.154084 0.042 -2.800 -2.603
H 0.414530 1.793148 0.670356 0.272 -1.354 0.720
H 0.689765 0.376191 1.908824 0.000 0.769 -0.413
H 2.160175 -0.442526 0.102910 0.628 0.302 -0.089
H 2.765252 0.823514 0.890345 0.246 0.267 0.198
```
Positions in Å, forces in eV/Å.

Properties
relative energy (zero: lowest compared OMol25 entry of this formula, charge and spin)	227.3	kJ/mol
E_HOMO	-13.94	eV
total energy	-17096.65777	eV
total charge	+1
orbital gap	10.253	eV
lowest unoccupied orbital energy	-3.69	eV
SMILES string	C[C@@]([NH3+])(S)CN

***

Look up the total energy of the third one. -10001.97347 eV